# C4H8O2

A molecular structure, C4H8O2 (ωB97M-V/def2-TZVPD, the OMol25 dataset).

```
14
Properties=species:S:1:pos:R:3:forces:R:3:lowdin_charge:R:1
O -1.961974 -0.532605 1.392896 -0.1 0.3 0.2 -0.15
C -1.472080 -0.361105 -0.395419 0.3 0.1 -0.1 0.04
C -0.138476 -0.022022 -0.091000 -0.3 -0.2 -0.3 -0.40
C 1.218232 -0.542330 -0.538283 0.1 -0.1 0.0 -0.09
C 1.660248 0.873774 -0.137403 0.5 0.0 0.0 -0.18
O 0.302768 1.343656 -0.124855 -0.2 0.1 0.1 -0.09
H -2.285611 0.343149 1.672776 0.0 -0.3 0.0 0.06
H -1.699032 -1.383307 -0.684425 0.1 0.2 0.0 0.11
H -2.202508 0.388932 -0.693630 0.1 -0.1 0.1 0.11
H -0.759683 -0.363332 1.176204 -0.2 0.0 0.1 0.14
H 1.657357 -1.384280 0.002066 -0.1 0.2 -0.1 0.10
H 1.299060 -0.711113 -1.618651 -0.1 0.0 0.2 0.11
H 2.286934 1.440917 -0.832186 -0.1 -0.1 0.1 0.11
H 2.094771 0.909660 0.871912 -0.1 0.0 -0.2 0.12
```
Positions in Å, forces in eV/Å.

Calculated values
* spin multiplicity: 1
* ΔE to the lowest compared entry with this formula, charge and spin: 514.30 kJ/mol
* F_max: 0.47 eV/Å
* E_LUMO: 0.897 eV
* orbital gap: 0.3140 Ha
* HOMO: -7.6469 eV

---

# C22H20N7S4V

A molecular structure, C22H20N7S4V (ωB97M-V/def2-TZVPD, the OMol25 dataset).

```
54
Properties=species:S:1:pos:R:3:forces:R:3:lowdin_spin:R:1
V 0.051482 -0.029465 -1.044171 -1.0 -0.6 0.2 2.18
C -0.528475 5.340814 -0.152871 0.0 0.0 0.0 0.02
C -1.312090 4.195220 -0.101356 0.0 0.0 0.0 0.00
C -0.766027 2.971955 -0.457557 -0.2 0.0 0.1 0.02
C 0.557389 2.893347 -0.872513 0.3 -0.5 -0.1 0.01
C 1.353417 4.028254 -0.908766 0.0 0.2 -0.1 0.01
C 0.800059 5.250247 -0.550239 0.0 0.0 0.0 0.00
N 1.051935 1.588638 -1.228581 0.5 1.2 0.2 0.15
N 2.291262 1.536481 -1.640922 -0.1 -0.4 -0.1 0.30
C 2.661292 0.233497 -1.946804 -0.2 0.4 0.2 0.04
C 3.955013 -0.050425 -2.364109 0.2 0.0 -0.1 0.04
C 4.277221 -1.355828 -2.664237 0.1 0.0 0.0 0.04
C 3.312857 -2.358838 -2.544362 0.0 0.0 0.0 0.04
C 2.055809 -2.017075 -2.112453 0.0 0.2 0.0 0.05
N 1.730850 -0.739239 -1.814121 0.6 -0.3 -0.1 0.04
H -0.948171 6.296005 0.132592 0.0 0.0 0.0 0.00
H -2.340682 4.247316 0.229982 0.0 0.0 0.0 0.00
H -1.387440 2.082602 -0.388829 0.0 0.0 0.0 0.01
H 2.389179 3.953121 -1.209134 0.0 0.0 0.0 0.00
H 1.417434 6.138748 -0.571909 0.0 0.0 0.0 0.00
H 4.671333 0.756070 -2.433575 0.0 0.0 0.0 0.00
H 5.279967 -1.604207 -2.986317 0.0 0.0 0.0 0.00
H 3.540876 -3.390403 -2.770127 0.0 0.0 0.0 0.00
H 1.274708 -2.753308 -1.981774 0.0 0.0 0.0 0.00
S -1.442598 -0.067064 -2.888807 -0.2 0.4 -0.4 0.02
C -0.700327 1.222615 -3.790623 0.0 -0.3 0.2 0.01
N -1.080525 2.484474 -3.755130 -0.1 0.2 0.0 0.00
C -0.223158 3.357126 -4.567598 0.0 -0.1 0.0 0.00
C 0.697959 2.335558 -5.279546 -0.1 0.0 0.1 0.00
N 0.318844 1.074155 -4.626042 0.1 0.0 0.0 0.00
H -1.767377 2.812364 -3.095822 0.0 0.0 0.0 0.00
H 0.330901 4.039152 -3.924587 0.0 0.0 0.0 0.00
H -0.820373 3.933741 -5.268214 0.0 0.0 0.0 0.00
H 1.750981 2.548564 -5.115026 0.0 0.0 0.0 0.00
H 0.509077 2.284413 -6.349323 0.0 0.0 0.0 0.00
H 0.663725 0.162724 -4.875877 0.0 0.0 0.0 0.00
S -1.984561 -0.340317 6.082070 0.0 -0.1 0.2 0.00
C -1.738814 -1.025958 4.617758 0.1 -0.5 -0.3 0.00
S -1.439508 -0.003181 3.238449 0.0 0.5 0.0 0.00
C -1.274939 -1.378152 2.236739 0.3 0.1 -0.6 0.00
N -1.422306 -2.504949 2.816513 -0.1 0.2 0.3 0.00
N -1.691292 -2.326058 4.155383 -0.1 -0.2 0.1 0.00
C -1.886708 -3.559403 4.887987 0.0 0.3 0.0 0.00
C -1.696478 -4.763687 4.214837 0.0 -0.1 -0.1 0.00
C -1.880652 -5.958670 4.886347 0.0 -0.1 0.0 0.00
C -2.254098 -5.975494 6.224774 0.0 0.0 -0.1 0.00
C -2.441217 -4.772887 6.879189 0.0 0.1 0.1 0.00
C -2.261091 -3.559742 6.223693 0.0 -0.1 0.1 0.00
S -0.969220 -1.267100 0.509200 -0.3 -0.4 0.4 0.01
H -1.409057 -4.769837 3.174685 0.0 0.0 0.1 0.00
H -1.729839 -6.887394 4.351511 0.0 0.0 0.0 0.00
H -2.397537 -6.913369 6.744504 0.0 0.0 0.0 0.00
H -2.734415 -4.757323 7.921118 0.0 0.0 0.0 0.00
H -2.414593 -2.637831 6.753992 0.0 0.0 0.0 0.00
```
Positions in Å, forces in eV/Å.

Calculated values
* spin multiplicity: 4
* ΔE to the lowest compared entry with this formula, charge and spin: 148.13 kJ/mol
* net charge: +1
* F_max: 1.31 eV/Å
* E_LUMO (alpha / beta): -4.097 / -4.907 eV
* orbital gap (alpha / beta): 0.2105 / 0.1815 Ha
* HOMO (alpha / beta): -9.8247 / -9.8448 eV

---

# C27H19Cl2F6N3O5PS2W

A molecular structure, C27H19Cl2F6N3O5PS2W (ωB97M-V/def2-TZVPD, the OMol25 dataset).

```
66
Properties=species:S:1:pos:R:3:forces:R:3:lowdin_charge:R:1
W 1.045717 -0.390068 0.318492 0.0 0.5 0.7 1.58
F 4.583998 1.077208 2.827854 0.0 0.0 0.0 0.22
C 3.674722 0.146471 2.791811 -0.1 0.0 0.0 -0.64
F 3.602852 -0.500567 3.928676 0.0 0.0 0.0 0.20
F 2.459254 0.718210 2.553963 0.1 -0.1 0.0 0.07
S 4.068326 -1.077783 1.405042 0.1 -0.1 0.1 0.74
O 3.069289 -0.727175 0.309360 -0.1 0.0 -0.2 -0.52
O 5.414966 -0.903824 1.048903 0.0 0.0 0.0 -0.13
N 3.676740 -2.478257 1.970779 0.1 0.0 -0.1 -0.24
S 2.202871 -2.943874 1.745813 0.0 0.1 -0.1 0.76
O 1.303126 -1.697696 1.898155 0.0 0.0 0.1 -0.50
O 1.912446 -3.705057 0.586158 0.0 -0.1 0.1 -0.20
C 1.779618 -3.863057 3.316137 -0.1 0.0 0.1 -0.68
F 2.425149 -4.993147 3.322243 0.0 0.0 0.0 0.24
F 2.116057 -3.096297 4.331821 0.0 0.0 0.0 0.19
F 0.471025 -4.047665 3.287339 0.1 0.0 0.0 0.19
O 3.360820 1.740654 0.301911 0.0 0.0 0.0 -0.04
N 2.034932 1.765592 -0.094890 -0.1 0.0 0.0 -0.13
C 1.670679 2.863786 -0.650003 0.0 0.0 0.0 -0.05
C 0.391917 3.277408 -1.202159 -0.1 0.1 0.0 -0.20
C 0.409281 4.500857 -1.868163 0.0 0.0 0.0 0.02
C -0.744849 5.027792 -2.438782 0.0 0.0 0.0 0.01
C -1.940431 4.342025 -2.335051 0.0 0.0 0.0 0.01
C -1.982426 3.119318 -1.666153 0.0 0.0 0.0 -0.03
C -0.829425 2.585727 -1.104784 0.0 0.0 0.1 -0.29
P -0.977713 1.055939 -0.214967 0.0 0.0 0.1 1.07
C -2.440923 0.162927 -0.686317 0.1 0.0 -0.1 -0.37
C -2.539372 -0.240583 -2.024308 0.0 0.0 0.0 -0.10
C -3.664174 -0.930495 -2.440810 0.0 0.0 0.0 -0.04
C -4.676501 -1.221309 -1.531815 0.0 0.0 0.0 -0.02
C -4.577496 -0.813913 -0.207261 0.0 0.0 0.0 -0.03
C -3.459954 -0.117726 0.225306 0.0 0.0 0.0 -0.06
C -0.828028 1.219927 1.555186 0.1 -0.2 -0.3 -0.36
C -0.679943 -0.063569 2.151467 -0.1 0.2 0.0 -0.21
C -0.312768 -0.134815 3.516315 0.0 0.0 0.1 -0.02
C -0.093095 1.017213 4.228513 0.0 0.0 0.0 0.00
C -0.197256 2.271491 3.600965 0.0 0.0 0.0 0.03
C -0.522383 2.380279 2.259594 0.0 0.1 0.1 -0.03
H 3.773367 2.600462 0.108022 0.0 0.0 0.0 0.14
H 2.438673 3.632016 -0.744018 0.0 0.0 0.0 0.16
H 1.336324 5.055727 -1.947995 0.0 0.0 0.0 0.14
H -0.700284 5.976484 -2.956397 0.0 0.0 0.0 0.14
H -2.845402 4.748292 -2.766145 0.0 0.0 0.0 0.14
H -2.920948 2.587078 -1.584657 0.0 0.0 0.0 0.12
H -1.756721 0.003123 -2.735783 0.0 0.0 0.0 0.12
H -3.758570 -1.232281 -3.475453 0.0 0.0 0.0 0.13
H -5.556611 -1.756742 -1.862516 0.0 0.0 0.0 0.13
H -5.380044 -1.023434 0.486806 0.0 0.0 0.0 0.13
H -3.405026 0.224154 1.251338 0.0 0.0 0.0 0.12
H -1.182247 -0.921363 1.707106 0.1 -0.1 0.0 0.12
H -0.260853 -1.100437 4.000984 0.0 0.0 0.0 0.13
H 0.147889 0.965775 5.282168 0.0 0.0 0.0 0.14
H -0.029423 3.170358 4.181609 0.0 0.0 0.0 0.14
H -0.592861 3.348976 1.780882 0.0 0.0 0.0 0.13
Cl 1.793933 -0.291942 -2.258645 -0.1 0.1 -0.2 0.90
C 0.772941 -1.615326 -2.802312 0.0 0.0 0.1 -0.50
C 0.724723 -2.072307 -4.089818 0.0 0.0 -0.1 -0.03
C -0.126757 -3.155766 -4.338148 0.0 0.0 0.1 0.01
C -0.895641 -3.738978 -3.338797 0.0 0.0 0.0 -0.03
C -0.835201 -3.255575 -2.039885 0.0 0.0 0.1 -0.59
Cl -1.777377 -3.908050 -0.773586 0.0 0.0 0.0 0.81
C 0.014746 -2.185128 -1.768304 0.0 0.0 -0.2 -0.40
N 0.207528 -1.605317 -0.549340 0.1 -0.3 -0.2 -0.14
H 1.327148 -1.641946 -4.877696 0.0 0.0 0.0 0.14
H -0.179095 -3.556815 -5.341673 0.0 0.0 0.0 0.14
H -1.541246 -4.576969 -3.564117 0.0 0.0 0.0 0.14
```
Positions in Å, forces in eV/Å.

Calculated values
* spin multiplicity: 1
* ΔE to the lowest compared entry with this formula, charge and spin: 75.80 kJ/mol
* net charge: +3
* F_max: 0.88 eV/Å
* E_LUMO: -10.854 eV
* orbital gap: 0.2440 Ha
* HOMO: -17.4924 eV

---

# C14H22NO

A gas-phase ion, C14H22NO (charge +1) (ωB97M-V/def2-TZVPD, the OMol25 dataset).

```
38
Properties=species:S:1:pos:R:3:forces:R:3:lowdin_charge:R:1
C 2.096611 1.527457 0.991539 0.7 0.8 -0.4 -0.06
C 1.374507 2.045859 -0.344248 -1.1 1.3 1.4 -0.34
C -0.088652 2.601349 0.124865 0.3 -2.2 0.1 -0.05
C -0.983014 1.254515 0.319126 -0.9 -0.4 2.7 -0.23
C -2.100894 1.258543 1.494604 -0.4 -2.0 0.1 -0.11
C -3.192292 0.137873 0.998613 -0.1 1.5 -1.7 -0.13
C -3.282451 0.527423 -0.564636 -1.2 -0.8 0.5 -0.12
N -1.845670 0.851167 -0.874610 0.8 0.1 -1.8 0.04
O 1.093735 1.033603 -1.338405 1.4 0.8 0.6 -0.19
C 2.196771 0.122669 -1.561784 -0.1 -1.9 -1.0 -0.17
C 1.819052 -1.258868 -0.850884 -1.2 -2.8 1.2 -0.14
C 0.525811 -1.974881 -1.399932 1.4 -1.5 2.8 -0.05
C 0.018145 -3.295630 -0.770429 3.2 2.2 1.3 -0.07
C 0.816523 -3.898259 0.417657 1.3 2.4 -0.6 -0.06
C 2.117815 -3.229812 0.993225 -2.5 2.0 -3.6 -0.03
C 2.596397 -1.888615 0.325865 -2.7 -1.4 -1.1 -0.03
H 1.584561 0.622620 1.462828 0.7 1.3 -0.7 0.09
H 2.102832 2.422928 1.725139 0.0 -1.6 -1.1 0.10
H 3.206711 1.294921 0.767655 -1.9 0.2 0.5 0.09
H 1.921914 2.974067 -0.760969 -0.5 -1.7 0.4 0.16
H 0.028161 3.057058 1.172697 -0.4 -0.4 -1.8 0.13
H -0.554278 3.312843 -0.635518 0.6 -0.9 1.1 0.13
H -0.377397 0.311378 0.604714 -0.6 1.8 -1.0 0.15
H -1.687382 0.723040 2.433119 -0.3 1.8 -1.2 0.13
H -2.635583 2.261327 1.674654 1.0 -1.6 -0.1 0.13
H -2.849686 -0.953810 0.973512 -0.3 1.6 0.7 0.13
H -4.194954 0.294775 1.513979 1.4 -0.5 -0.7 0.13
H -3.538348 -0.364408 -1.232942 0.1 1.3 1.0 0.14
H -3.991490 1.373510 -0.847000 1.2 -0.9 0.6 0.14
H -1.757180 1.596340 -1.592238 -0.1 -0.7 0.4 0.18
H -1.486038 -0.025164 -1.312372 0.4 1.0 0.4 0.15
H 2.210632 -0.097545 -2.698638 0.0 0.4 1.8 0.14
H 3.229848 0.530690 -1.311065 -1.5 -0.5 0.0 0.13
H -0.091012 -1.515824 -2.260454 1.3 -0.8 1.4 0.10
H -0.943849 -3.766760 -1.177067 1.7 0.6 0.8 0.09
H 0.453322 -4.860241 0.934511 0.6 1.7 -1.1 0.10
H 2.680970 -3.669432 1.880796 -1.0 0.6 -1.5 0.09
H 3.525852 -1.336705 0.724093 -1.6 -1.1 -0.7 0.10
```
Positions in Å, forces in eV/Å.

Calculated values
* structure (SMILES): C[C@H](C[C@H]1CCC[NH2+]1)OCc1ccccc1
* spin multiplicity: 1
* ΔE to the lowest compared entry with this formula, charge and spin: 590.40 kJ/mol
* net charge: +1
* F_max: 4.78 eV/Å
* E_LUMO: -2.726 eV
* orbital gap: 0.3265 Ha
* HOMO: -11.6114 eV

---

# C10H21N2OP

2 unconnected molecules or ions with the total composition C10H21N2OP (ωB97M-V/def2-TZVPD, the OMol25 dataset).

```
35
Properties=species:S:1:pos:R:3:forces:R:3:lowdin_spin:R:1
C 0.645331 -1.452997 -1.076886 5.3 -0.9 1.5 0.83
C -0.903753 1.044051 0.814113 -1.0 -0.6 2.3 0.03
C 2.432269 -2.432763 -2.117652 1.4 -1.2 1.4 0.04
C 2.726375 -0.065394 -1.131180 -2.1 0.6 -0.6 0.05
C 2.509244 -2.151985 0.446029 0.0 3.4 0.4 0.00
C -3.204688 0.978606 1.960796 0.9 -1.1 -1.6 0.00
C -1.415191 -0.672801 2.306191 -3.1 -4.6 -0.9 0.00
C -0.212698 2.801276 -0.686072 2.1 0.1 2.0 0.00
C -2.441587 1.531584 -0.844150 -0.5 5.5 0.2 0.03
C 2.122263 -1.539623 -0.914933 -1.6 2.4 -0.2 0.07
N -1.975057 0.290364 1.416604 0.8 1.0 0.3 0.01
N -1.249013 2.035358 -0.031207 -1.8 -1.9 -0.5 0.01
O 0.210586 0.786314 1.195411 1.8 0.2 -0.4 0.03
P -0.900428 -1.259164 -1.198914 -4.6 0.5 -0.6 0.85
H 2.264711 -3.480970 -1.774964 -0.6 0.6 -0.9 0.00
H 1.965705 -2.098949 -3.034110 -0.2 -0.3 -0.1 0.00
H 3.502188 -2.439660 -2.234927 0.7 0.2 -0.4 0.01
H 3.169886 0.439892 -0.266666 -0.3 -0.5 0.1 0.00
H 1.842701 0.637431 -1.505825 2.1 -1.4 0.6 0.00
H 3.488130 -0.139999 -1.891968 0.2 0.2 -0.4 0.00
H 3.592677 -2.112801 0.538562 0.1 -0.8 -0.2 0.00
H 2.015323 -3.072350 0.413996 -0.2 -1.8 0.8 0.00
H 2.185512 -1.469986 1.332761 0.0 -1.3 -1.7 0.00
H -4.037980 0.417037 1.386785 0.6 1.7 1.4 0.00
H -3.293500 0.958466 3.069774 0.1 -0.5 -0.8 0.00
H -2.970490 2.019546 1.711837 -1.2 0.0 -0.3 0.00
H -0.559652 -1.256557 1.877839 -0.8 0.9 0.7 0.00
H -1.350274 -0.321523 3.288722 1.1 0.7 1.6 0.00
H -2.319567 -1.514112 2.446434 2.1 1.7 -0.4 0.00
H 0.807543 2.843987 -0.102877 -2.3 -0.4 -0.3 0.00
H 0.160372 2.332390 -1.577212 -0.5 0.2 -1.1 0.00
H -0.553395 3.824341 -0.668956 0.0 0.3 -1.1 0.00
H -3.157411 2.457803 -0.913181 1.0 -1.6 -0.1 0.00
H -2.101285 1.338919 -1.814634 0.4 -0.5 -1.5 0.01
H -2.994846 0.744270 -0.419540 0.0 -0.8 0.4 0.00
```
Positions in Å, forces in eV/Å.

Calculated values
* spin multiplicity: 3
* F_max: 5.62 eV/Å
* E_LUMO (alpha / beta): 0.860 / -2.134 eV
* orbital gap (alpha / beta): 0.2311 / 0.2415 Ha
* HOMO (alpha / beta): -5.4281 / -8.7055 eV

---

# C10H15CrO7P

A molecular structure, C10H15CrO7P (ωB97M-V/def2-TZVPD, the OMol25 dataset).

```
34
Properties=species:S:1:pos:R:3:forces:R:3:lowdin_spin:R:1
Cr -2.040349 -1.675328 0.375486 5.2 0.5 -2.0 2.27
O -2.284049 -3.790368 2.475882 1.1 4.6 -4.1 0.08
C -2.106436 -2.916097 1.720540 -1.8 -7.6 8.5 0.04
C -2.632415 0.019157 0.893585 -3.5 8.5 0.9 0.02
O -3.056910 1.110339 0.919006 2.2 -6.1 0.2 0.09
C -0.878857 -1.657922 -1.288161 -1.0 -1.9 -6.2 0.08
O -1.015237 -2.072840 -2.432252 0.6 1.5 5.1 0.14
C -3.599114 -1.969654 -0.507234 -9.7 -0.9 -4.5 0.03
O -4.684018 -2.053342 -0.927845 5.7 0.3 2.1 0.15
C 2.609070 -1.435453 2.353444 0.1 -0.6 -0.4 0.00
C 1.111947 -1.384213 2.102959 0.5 0.3 1.7 0.00
O 0.888931 -0.801946 0.767288 -2.6 -0.1 -2.3 0.01
P 0.332767 -0.456573 -0.644708 5.9 4.8 1.2 0.03
O 1.655853 0.035155 -1.394049 -3.0 -1.9 0.3 0.01
C 2.578863 0.985546 -0.664409 1.2 0.6 0.7 0.00
C 1.972754 1.954767 0.327912 -0.3 0.1 -0.1 0.00
O -0.631520 0.834287 -0.671855 0.2 -2.5 0.9 0.02
C -1.064427 1.221101 -2.051646 -0.1 0.3 -1.1 0.00
C -1.729726 2.558239 -2.096611 0.2 0.4 0.1 0.00
H 2.987637 -2.373356 1.928329 0.2 0.3 0.2 0.00
H 2.812378 -1.418280 3.432083 -0.1 -0.1 -0.3 0.00
H 3.149721 -0.597080 1.892795 -0.3 -0.1 0.2 0.00
H 0.654695 -2.378852 2.157465 0.0 0.1 -0.2 0.00
H 0.621683 -0.697922 2.804803 0.0 -0.1 -0.3 0.00
H 3.366715 0.406402 -0.160964 -0.4 -0.3 -0.5 0.00
H 3.016680 1.517321 -1.507110 0.0 -0.1 0.0 0.00
H 1.653176 1.518634 1.284440 0.1 0.0 -0.3 0.00
H 2.782092 2.656256 0.576419 -0.2 -0.1 -0.1 0.00
H 1.137419 2.513885 -0.103181 0.3 0.1 0.1 0.00
H -0.161533 1.202555 -2.660646 0.0 0.1 0.0 0.00
H -1.736592 0.446534 -2.417216 -0.1 -0.1 0.1 0.00
H -1.016418 3.380032 -1.996767 -0.1 -0.1 0.2 0.00
H -2.147001 2.650882 -3.101381 -0.1 0.0 0.0 0.00
H -2.547777 2.668135 -1.386404 0.0 0.0 0.0 0.00
```
Positions in Å, forces in eV/Å.

Calculated values
* spin multiplicity: 4
* ΔE to the lowest compared entry with this formula, charge and spin: 27.30 kJ/mol
* net charge: +3
* F_max: 11.52 eV/Å
* E_LUMO (alpha / beta): -15.701 / -15.756 eV
* orbital gap (alpha / beta): 0.2131 / 0.2115 Ha
* HOMO (alpha / beta): -21.4996 / -21.5113 eV